[1]
# C42H104MnO22

C42H104MnO22 as an isolated structure in a non-equilibrium geometry (the ωB97M-V functional and the def2-TZVPD basis, the Open Molecules 2025 dataset).

Atoms and positions in Å:
Mn 2.74 4.26 28.49
O 3.17 2.34 29.31
C 4.12 2.61 30.32
C 4.18 4.09 30.93
O 3.84 5.20 30.04
H 5.13 2.45 29.96
H 4.02 1.87 31.12
H 5.21 4.22 31.27
H 3.55 4.06 31.82
C 8.38 2.46 35.64
O 8.56 2.31 34.27
C 7.49 1.61 33.66
C 6.14 2.41 33.55
O 5.42 2.54 34.81
C 4.18 3.22 34.64
H 8.26 1.53 36.20
H 7.55 3.15 35.79
H 9.15 3.04 36.16
H 7.36 0.73 34.29
H 7.76 1.12 32.73
H 5.52 1.83 32.87
H 6.29 3.40 33.13
H 4.32 4.21 34.19
H 3.66 3.32 35.59
H 3.58 2.58 33.99
C 10.10 7.88 35.88
O 10.42 6.48 35.79
C 10.22 5.82 34.53
C 8.71 5.61 34.19
O 8.04 6.86 34.06
C 6.76 6.76 33.42
H 10.10 8.36 34.91
H 10.76 8.47 36.51
H 9.12 8.11 36.31
H 10.65 4.82 34.50
H 10.63 6.35 33.67
H 8.24 5.02 34.97
H 8.61 5.12 33.22
H 6.82 6.40 32.40
H 6.34 7.76 33.31
H 6.08 6.22 34.08
C 6.65 -2.51 30.44
O 5.84 -2.42 29.29
C 5.11 -1.17 29.15
C 4.37 -0.92 27.84
O 5.24 -0.96 26.67
C 4.60 -1.04 25.44
H 7.28 -3.40 30.43
H 6.09 -2.41 31.37
H 7.30 -1.64 30.51
H 5.78 -0.34 29.37
H 4.38 -1.09 29.96
H 4.00 0.10 27.90
H 3.50 -1.58 27.74
H 4.45 -2.09 25.18
H 5.24 -0.54 24.72
H 3.60 -0.61 25.41
C 2.02 2.21 26.05
O 1.61 3.30 26.91
C 0.30 3.17 27.36
C -0.09 4.31 28.29
O 0.87 4.64 29.27
C 0.35 5.41 30.36
H 1.27 2.05 25.27
H 2.20 1.23 26.49
H 2.89 2.59 25.52
H 0.27 2.23 27.91
H -0.44 2.98 26.58
H -1.05 4.10 28.77
H -0.37 5.14 27.65
H 1.13 5.62 31.08
H -0.43 4.92 30.95
H -0.11 6.34 30.00
C 8.21 4.46 30.20
O 9.12 3.46 29.67
C 8.49 2.24 29.45
C 9.52 1.12 29.09
O 9.87 1.29 27.78
C 10.89 0.36 27.37
H 7.57 4.85 29.40
H 8.79 5.33 30.51
H 7.74 4.22 31.15
H 7.77 2.39 28.65
H 7.94 1.89 30.32
H 9.06 0.14 29.23
H 10.36 1.22 29.78
H 10.81 -0.69 27.67
H 11.85 0.85 27.50
H 10.78 0.34 26.28
C -0.05 6.56 37.85
O -0.35 5.75 36.69
C 0.34 6.12 35.48
C 0.01 5.28 34.28
O 0.31 3.85 34.43
C 0.32 3.14 33.25
H -0.53 6.13 38.73
H -0.32 7.59 37.61
H 0.99 6.80 38.08
H 1.40 6.23 35.69
H 0.13 7.17 35.25
H 0.66 5.68 33.50
H -1.02 5.44 33.95
H 0.33 2.08 33.48
H 1.15 3.32 32.57
H -0.50 3.43 32.59
C 3.13 7.30 32.80
O 2.07 7.86 33.58
C 1.23 8.87 32.82
C 2.00 9.97 32.03
O 2.95 10.68 32.79
C 4.06 11.06 31.99
H 3.91 8.00 32.53
H 2.69 6.89 31.88
H 3.62 6.48 33.32
H 0.63 9.36 33.58
H 0.56 8.31 32.16
H 1.23 10.62 31.62
H 2.54 9.50 31.21
H 4.66 10.16 31.81
H 4.76 11.70 32.52
H 3.73 11.53 31.07
C 9.05 10.09 25.58
O 8.17 9.77 26.69
C 8.87 9.20 27.84
C 7.92 8.36 28.72
O 6.68 8.98 28.92
C 5.85 8.00 29.60
H 9.64 9.23 25.26
H 9.75 10.88 25.85
H 8.45 10.35 24.71
H 9.44 9.94 28.40
H 9.59 8.45 27.52
H 8.40 8.36 29.70
H 7.81 7.38 28.25
H 6.07 7.98 30.67
H 5.91 7.01 29.15
H 4.81 8.31 29.58
C 1.08 -3.19 33.46
O 1.39 -3.86 32.26
C 0.66 -3.57 31.04
C 1.18 -2.31 30.32
O 0.68 -1.22 30.96
C 1.35 -0.02 30.53
H 0.04 -3.33 33.74
H 1.27 -2.12 33.35
H 1.77 -3.51 34.24
H -0.38 -3.44 31.32
H 0.75 -4.44 30.39
H 0.76 -2.28 29.31
H 2.27 -2.39 30.25
H 1.33 0.15 29.45
H 2.38 -0.15 30.85
H 0.96 0.82 31.09
C 2.29 7.44 27.89
O 2.25 6.04 27.48
C 2.85 6.03 26.17
C 4.27 5.54 26.04
O 4.32 4.47 26.99
C 5.39 3.54 26.66
H 1.58 8.00 27.29
H 3.22 7.98 27.75
H 2.00 7.58 28.93
H 2.87 6.95 25.60
H 2.26 5.42 25.47
H 4.93 6.34 26.35
H 4.53 5.20 25.03
H 6.35 4.04 26.81
H 5.49 3.31 25.60
H 5.45 2.63 27.25

Summary:
HOMO (spin up / spin down) = -7.171 / -7.365 eV
spin multiplicity = 6
lowest unoccupied orbital energy (spin up / spin down) = -0.2 / -0.2 eV
E_tot = -121589.52679 eV
⟨S²⟩ = 8.753

***

[2]
# C19H52N5O15SZn

C19H52N5O15SZn as an isolated structure in a non-equilibrium geometry (the ωB97M-V functional and the def2-TZVPD basis, the Open Molecules 2025 dataset).

Atoms and positions in Å:
C 5.60 12.04 -21.85
N 6.98 12.67 -21.76
C 7.94 11.67 -22.42
C 7.18 14.01 -22.58
C 7.42 12.88 -20.25
C 6.46 13.55 -19.35
O 6.21 14.87 -19.76
H 5.71 11.26 -21.10
H 5.37 11.76 -22.88
H 4.84 12.76 -21.53
H 7.59 11.40 -23.42
H 7.96 10.73 -21.87
H 8.87 12.22 -22.60
H 6.74 13.77 -23.55
H 8.25 14.19 -22.67
H 6.63 14.77 -22.02
H 8.20 13.64 -20.39
H 7.89 12.02 -19.77
H 6.85 13.59 -18.33
H 5.51 13.02 -19.48
H 6.73 15.39 -19.15
Zn 10.95 16.95 -16.74
S 8.36 19.44 -16.98
O 7.73 19.89 -15.72
O 7.98 20.18 -18.11
O 9.80 19.41 -16.76
O 8.20 18.01 -16.96
C 3.32 19.61 -19.94
C 3.54 20.22 -18.53
O 4.22 21.39 -18.85
O 3.10 18.20 -19.85
H 4.15 19.74 -20.65
H 2.39 19.94 -20.39
H 4.12 19.55 -17.89
H 2.61 20.39 -17.99
H 5.13 21.09 -18.95
H 3.94 17.77 -19.69
C 14.54 20.72 -16.63
C 14.32 19.60 -17.66
O 13.79 18.42 -17.08
O 13.26 21.29 -16.25
H 15.02 21.51 -17.21
H 15.31 20.54 -15.88
H 15.27 19.34 -18.12
H 13.61 19.97 -18.41
H 14.49 17.77 -16.94
H 12.55 20.68 -16.49
C 8.82 24.76 -21.20
C 8.09 25.76 -22.17
O 6.80 26.09 -21.64
O 7.91 23.61 -21.26
H 8.83 25.10 -20.16
H 9.84 24.49 -21.49
H 8.08 25.30 -23.16
H 8.60 26.70 -22.37
H 6.37 25.24 -21.55
H 7.93 23.00 -20.52
O 11.35 16.87 -20.24
C 11.83 16.84 -21.40
N 12.34 15.71 -21.87
C 11.94 18.04 -22.22
H 12.49 14.97 -21.20
H 12.93 15.64 -22.69
H 11.48 18.82 -21.62
H 11.36 18.05 -23.15
H 12.91 18.43 -22.52
O 4.12 15.64 -11.50
C 4.81 16.46 -12.11
N 5.63 16.11 -13.01
C 4.50 17.85 -11.79
H 5.96 16.73 -13.73
H 5.77 15.12 -13.16
H 3.50 17.91 -12.23
H 5.18 18.53 -12.32
H 4.45 18.21 -10.76
O 9.31 25.65 -13.99
C 8.65 24.75 -14.44
N 8.82 23.51 -13.99
C 7.67 24.96 -15.60
H 9.37 23.49 -13.15
H 8.30 22.70 -14.32
H 8.20 25.49 -16.39
H 6.98 25.71 -15.21
H 7.31 24.06 -16.09
O 11.41 16.87 -13.28
C 11.02 17.31 -12.23
N 10.58 18.57 -12.14
C 10.91 16.59 -10.97
H 10.04 18.88 -11.35
H 10.23 18.85 -13.05
H 11.39 17.18 -10.19
H 11.42 15.63 -11.05
H 9.89 16.24 -10.80

Summary:
HOMO = -10.408 eV
energy relative to the best compared isomer or geometry (same formula, charge and spin) = 242.0 kcal/mol
charge = +1
lowest unoccupied orbital energy = -6.9 eV
E_tot = -117947.41001 eV

***

Across the entries above, molecular weight takes the values 1016.210 688.102 g/mol, respectively.